{
  "formula": "C66H69N3O39",
  "method": "ωB97M-V/def2-TZVPD",
  "species": ["C", "C", "C", "O", "C", "C", "C", "O", "O", "O", "H", "H", "H", "H", "C", "C", "C", "O", "C", "C", "C", "O", "O", "O", "H", "H", "H", "H", "C", "C", "C", "O", "C", "C", "C", "O", "O", "O", "H", "H", "H", "H", "C", "C", "C", "O", "C", "C", "C", "O", "O", "O", "H", "H", "H", "H", "C", "C", "C", "O", "C", "C", "C", "O", "O", "O", "H", "H", "H", "H", "C", "C", "C", "O", "C", "C", "C", "O", "O", "O", "H", "H", "H", "H", "C", "C", "C", "O", "C", "C", "C", "O", "O", "O", "H", "H", "H", "H", "C", "C", "C", "O", "C", "C", "C", "O", "O", "O", "H", "H", "H", "H", "C", "C", "C", "O", "C", "C", "C", "O", "O", "O", "H", "H", "H", "H", "C", "C", "C", "O", "C", "N", "H", "H", "H", "H", "H", "H", "H", "H", "H", "H", "H", "C", "C", "C", "O", "C", "N", "H", "H", "H", "H", "H", "H", "H", "H", "H", "H", "H", "C", "C", "C", "O", "C", "N", "H", "H", "H", "H", "H", "H", "H", "H", "H", "H", "H"],
  "positions_angstrom": [[1.8219, -2.9331, -5.2597], [1.1213, -3.5089, -4.2637], [1.5138, -4.8535, -3.7546], [0.7540, -5.2913, -2.8981], [2.5170, -5.6857, -4.3997], [3.3458, -4.9999, -5.2284], [2.9702, -3.6326, -5.7625], [3.7915, -3.2519, -6.6218], [4.2788, -5.6188, -5.9489], [0.0973, -2.8896, -3.6906], [1.6442, -1.9920, -5.6968], [2.6973, -6.6913, -4.0209], [4.5209, -4.9199, -6.6449], [-0.5531, -3.4787, -3.2690], [5.9956, -4.4399, -0.3101], [5.2447, -4.2104, -1.4094], [3.7392, -3.8120, -1.2830], [3.2020, -3.3533, -2.2744], [3.0132, -3.8634, -0.0068], [3.7521, -4.2947, 1.0086], [5.2414, -4.6864, 0.9091], [5.7330, -5.1486, 1.9400], [3.3573, -4.3980, 2.2602], [5.7533, -4.3686, -2.6342], [7.1145, -4.4955, -0.3797], [2.0014, -3.3841, 0.0426], [4.1208, -4.7482, 2.7697], [5.2786, -3.7639, -3.2053], [6.3073, 1.4038, -4.8425], [6.5094, 0.3721, -4.0227], [5.3960, -0.7735, -3.7338], [5.6633, -1.6054, -2.8917], [4.1845, -0.7025, -4.4265], [4.0608, 0.2647, -5.3226], [5.1084, 1.2856, -5.5644], [4.8536, 2.1198, -6.4854], [3.0418, 0.3882, -6.1105], [7.5898, 0.2651, -3.2592], [7.0261, 2.1939, -5.0363], [3.3764, -1.3436, -4.1395], [3.1960, 1.1216, -6.7862], [7.5820, -0.3743, -2.5006], [7.1330, -1.8168, 2.5923], [7.8299, -1.4300, 1.4892], [7.1990, -0.9298, 0.1486], [8.0502, -0.6726, -0.7191], [5.8182, -0.7210, 0.1546], [5.0477, -1.0227, 1.2668], [5.7142, -1.6759, 2.5913], [4.9128, -2.0232, 3.4318], [3.7598, -0.8690, 1.2146], [9.1723, -1.4794, 1.4531], [7.6692, -2.1842, 3.4332], [5.2654, -0.3894, -0.7388], [3.3165, -0.8321, 2.0931], [9.3978, -1.2648, 0.5097], [-3.5642, 5.2584, 2.2568], [-2.6603, 5.9743, 1.4961], [-1.6184, 6.7835, 2.1647], [-0.6218, 7.0549, 1.5165], [-1.8021, 7.1931, 3.5318], [-2.8573, 6.6654, 4.2274], [-3.8112, 5.6260, 3.7053], [-4.6848, 5.2157, 4.4167], [-3.0286, 7.1308, 5.4479], [-2.5385, 5.8400, 0.1805], [-4.2200, 4.5198, 1.8718], [-1.2418, 8.0979, 3.8506], [-3.7764, 6.5920, 5.8928], [-1.5947, 6.0998, -0.1090], [-2.9543, 0.2311, -2.2206], [-2.4859, 1.3482, -2.8081], [-2.7702, 2.7753, -2.2827], [-2.6268, 3.7060, -3.0965], [-3.2701, 2.9159, -0.9507], [-3.7698, 1.7931, -0.3245], [-3.7450, 0.4406, -1.0187], [-4.3098, -0.4450, -0.4366], [-4.2921, 1.8773, 0.7999], [-1.8882, 1.3589, -3.9683], [-2.8100, -0.7671, -2.6422], [-3.3401, 3.8941, -0.5651], [-5.4351, 0.0494, 0.6706], [-1.8946, 2.3132, -4.0976], [-3.4378, 1.8325, 3.7224], [-2.5098, 2.5712, 4.4024], [-2.2404, 2.5867, 5.9614], [-1.3757, 3.3425, 6.3003], [-3.0822, 1.7731, 6.8238], [-3.9573, 0.9947, 6.1092], [-4.1585, 0.9671, 4.5955], [-4.9645, 0.1076, 4.2912], [-4.7145, 0.1461, 6.7970], [-1.6542, 3.4150, 3.8596], [-3.6248, 1.9769, 2.6359], [-2.8891, 1.6407, 7.9455], [-5.1690, -0.3375, 6.0834], [-1.1321, 3.9101, 4.5359], [2.9405, 5.4533, -1.5773], [1.7340, 5.8004, -1.1098], [0.4233, 5.4047, -1.8488], [-0.6155, 5.9435, -1.5020], [0.6019, 4.4522, -2.9180], [1.8051, 4.0868, -3.3212], [3.0667, 4.4904, -2.6569], [4.0460, 3.9734, -3.0981], [1.9112, 3.3257, -4.4428], [1.6211, 6.4864, 0.0150], [3.8299, 5.8397, -1.1679], [-0.2878, 4.0804, -3.3870], [2.8780, 3.2273, -4.5414], [0.6615, 6.4855, 0.2729], [-0.9850, -0.0506, 0.7116], [-0.7956, 1.3159, 0.8397], [0.1458, 2.0397, -0.1590], [0.3689, 3.1971, 0.1829], [0.6144, 1.3403, -1.2856], [0.3002, 0.0535, -1.4932], [-0.5814, -0.6782, -0.4829], [-0.8694, -1.8542, -0.7760], [0.7657, -0.6488, -2.4932], [-1.3527, 1.9653, 1.8176], [-1.4777, -0.6068, 1.5151], [1.2133, 1.8847, -1.9691], [0.2075, -1.4062, -2.5505], [-1.0051, 2.8968, 1.8189], [-5.3857, -2.5304, 1.6480], [-6.5980, -1.6913, 1.4838], [-7.6468, -1.9091, 2.5426], [-8.8531, -1.1828, 2.2525], [-9.8270, -1.3901, 3.2697], [-6.1494, -0.2633, 1.4639], [-4.7469, -2.3866, 2.5272], [-4.8364, -2.4341, 0.7074], [-5.6422, -3.5525, 1.6369], [-7.0767, -1.8953, 0.5385], [-7.2199, -1.6180, 3.5136], [-7.7217, -3.0003, 2.3944], [-10.6679, -0.8082, 3.0455], [-9.2949, -1.0156, 4.2046], [-10.0231, -2.4684, 3.2872], [-6.9415, 0.3765, 1.2568], [-5.6367, -0.0169, 2.3053], [-4.4086, -3.8782, -3.6966], [-4.4049, -3.8634, -2.2450], [-3.0709, -3.5890, -1.6449], [-2.0690, -4.4194, -2.2689], [-1.6414, -5.5745, -1.4703], [-5.3277, -2.9739, -1.6988], [-3.8361, -4.5332, -4.3492], [-4.1377, -2.8565, -4.1567], [-5.4238, -4.1091, -4.0243], [-4.6253, -4.9107, -1.9483], [-3.0557, -3.7298, -0.5825], [-2.8038, -2.5638, -1.7937], [-0.9407, -5.1843, -0.7410], [-1.0982, -6.2111, -2.1547], [-2.4776, -6.0770, -0.9799], [-5.1599, -2.0013, -1.8053], [-6.2852, -3.1799, -2.0220], [0.7436, 0.3273, 5.1456], [1.1828, 0.2843, 3.6844], [2.0829, 1.5385, 3.4308], [2.6468, 1.5619, 2.0883], [3.6020, 2.5308, 1.9102], [2.0010, -0.9011, 3.4535], [-0.1006, -0.3611, 5.3525], [0.3676, 1.3781, 5.3896], [1.5485, 0.0524, 5.8298], [0.3718, 0.2185, 3.0311], [2.9001, 1.6580, 4.1460], [1.4654, 2.3987, 3.4959], [4.4015, 2.2952, 2.6316], [3.1448, 3.4737, 1.9167], [3.9879, 2.4167, 0.8905], [1.4254, -1.6486, 3.1137], [2.3705, -1.3392, 4.2629]],
  "lowdin_charge": [0.068, -0.213, -0.322, 0.086, 0.085, -0.243, -0.282, 0.071, 0.085, 0.098, 0.121, 0.141, 0.136, 0.109, 0.069, -0.208, -0.262, 0.091, 0.077, -0.258, -0.291, 0.081, 0.098, 0.109, 0.157, 0.155, 0.113, 0.082, 0.052, -0.168, -0.264, 0.086, 0.059, -0.260, -0.299, 0.048, 0.126, 0.095, 0.147, 0.112, 0.158, 0.088, 0.054, -0.184, -0.295, 0.044, 0.045, -0.176, -0.301, 0.093, 0.105, 0.094, 0.126, 0.133, 0.073, 0.123, 0.098, -0.220, -0.319, 0.095, 0.078, -0.247, -0.330, 0.122, 0.095, 0.076, 0.105, 0.152, 0.167, 0.101, 0.055, -0.236, -0.311, 0.037, 0.049, -0.377, -0.300, 0.043, -0.035, 0.143, 0.123, 0.088, 0.129, 0.089, 0.079, -0.188, -0.328, 0.102, 0.080, -0.213, -0.295, 0.058, 0.107, 0.068, 0.105, 0.163, 0.103, 0.135, 0.074, -0.217, -0.257, 0.095, 0.061, -0.232, -0.343, 0.128, 0.101, 0.111, 0.120, 0.117, 0.098, 0.086, 0.057, -0.208, -0.283, 0.099, 0.075, -0.208, -0.303, 0.065, 0.155, 0.090, 0.144, 0.116, 0.058, 0.141, -0.048, -0.350, -0.191, -0.191, -0.081, 0.190, 0.101, 0.052, 0.074, 0.149, 0.132, 0.140, 0.068, 0.110, 0.094, 0.175, 0.104, -0.075, -0.518, -0.197, -0.215, -0.054, 0.065, 0.077, 0.114, 0.076, 0.156, 0.120, 0.075, 0.083, 0.067, 0.089, 0.053, 0.105, -0.048, -0.371, -0.132, -0.215, -0.118, 0.063, 0.086, 0.089, 0.082, 0.092, 0.131, 0.102, 0.103, 0.071, 0.098, 0.092, 0.074],
  "total_charge": 0,
  "e_homo_ev": -8.1,
  "homo_lumo_gap_ev": 6.3
}

---

{
  "formula": "C4H12NO",
  "method": "ωB97M-V/def2-TZVPD",
  "species": ["C", "C", "C", "C", "N", "H", "H", "H", "H", "H", "H", "H", "H", "H", "H", "H", "H", "O"],
  "positions_angstrom": [[-2.2712, -1.6547, 0.0793], [-1.8293, -0.2934, -0.1981], [-0.4693, -0.0385, 0.4989], [0.9343, 0.9885, -1.0857], [0.3415, 1.0738, 0.0229], [-1.8009, -2.2354, -0.7892], [-3.3661, -1.5832, -0.0371], [-2.1083, -2.2207, 1.0348], [-2.6400, 0.5126, 0.1758], [-1.5282, -0.1326, -1.2749], [0.0940, -1.0038, 0.2102], [-0.4825, 0.1350, 1.6594], [0.6254, 0.2802, -1.9216], [1.7731, 1.5138, -1.4217], [0.7884, 1.5202, 0.8669], [2.9538, -0.7273, 0.4572], [2.9434, 0.6349, 1.3484], [2.7712, 0.2222, 0.4706]],
  "nbo_charge": [-0.651, -0.395, -0.241, 0.184, -0.414, 0.218, 0.246, 0.243, 0.229, 0.206, 0.217, 0.234, 0.223, 0.235, 0.452, 0.506, 0.500, -0.991],
  "total_charge": 1,
  "e_homo_ev": -15.3,
  "homo_lumo_gap_ev": 10.3
}

---

{
  "formula": "C3H4N2S",
  "method": "ωB97M-V/def2-TZVPD",
  "species": ["C", "C", "C", "N", "N", "S", "H", "H", "H", "H"],
  "positions_angstrom": [[-0.3831, -0.4963, 0.6815], [-0.4869, 3.0273, -0.6384], [0.6975, -2.5090, -0.1883], [0.0637, -1.5415, 0.3665], [0.0883, 2.1611, -0.0781], [-1.0065, 4.3605, -1.2681], [-1.0404, -0.2773, 1.5341], [1.6790, -2.5663, 0.3340], [0.4226, -3.3482, -0.7119], [-0.0341, 1.1897, -0.0313]],
  "nbo_charge": [-0.045, 0.235, -0.269, -0.236, -0.657, -0.046, 0.211, 0.192, 0.217, 0.398],
  "total_charge": 0,
  "e_homo_ev": -8.7,
  "homo_lumo_gap_ev": 9.2
}

---

{
  "formula": "C2H3BiFO",
  "method": "ωB97M-V/def2-TZVPD",
  "species": ["H", "O", "C", "C", "Bi", "H", "H", "F"],
  "positions_angstrom": [[0.3343, -1.1974, 0.1566], [0.9039, -0.2086, 0.2892], [-0.2402, 0.5458, 0.1703], [-0.9179, 1.3570, -0.8434], [2.8179, 0.2446, 0.0732], [-0.2850, 1.1439, 1.1050], [-0.7431, -0.2376, -0.7039], [-1.7606, 2.2026, -0.3072]],
  "nbo_charge": [0.670, -0.858, -0.239, 0.879, 1.898, 0.367, 0.381, -0.098],
  "total_charge": 3,
  "e_homo_ev": [-27.1, -24.5],
  "homo_lumo_gap_ev": [9.6, 6.5]
}

---

{
  "formula": "C30H32BN2O6S2Tc",
  "method": "ωB97M-V/def2-TZVPD",
  "species": ["Tc", "O", "C", "C", "C", "C", "C", "C", "C", "O", "N", "N", "C", "S", "C", "C", "S", "H", "H", "H", "H", "H", "H", "H", "H", "H", "C", "C", "C", "C", "C", "C", "C", "C", "C", "C", "O", "O", "H", "H", "H", "H", "H", "H", "H", "H", "H", "H", "H", "C", "C", "C", "C", "C", "C", "C", "C", "O", "B", "O", "C", "C", "H", "H", "H", "H", "H", "H", "H", "H", "H", "H", "H", "H"],
  "positions_angstrom": [[-0.6317, -1.3842, -0.6029], [3.7063, -2.0021, -1.5142], [4.1701, -1.9676, -0.2368], [5.5366, -2.0899, 0.0096], [6.0287, -2.0653, 1.2980], [5.1624, -1.9173, 2.3762], [3.8119, -1.7937, 2.1378], [3.2858, -1.8146, 0.8394], [1.8315, -1.6624, 0.6801], [1.3068, -1.6661, -0.5242], [1.0803, -1.5395, 1.7308], [-0.2657, -1.4328, 1.3672], [-1.0696, -1.3274, 2.4041], [-0.4016, -1.3646, 3.9940], [-1.9653, -0.9361, 4.8103], [-3.0995, -1.5239, 4.0013], [-2.7826, -1.1618, 2.2502], [4.4629, -2.0704, -2.1075], [6.2129, -2.2064, -0.8302], [7.0936, -2.1625, 1.4628], [5.5417, -1.8965, 3.3880], [3.1237, -1.6717, 2.9624], [-2.0366, 0.1491, 4.8729], [-1.9350, -1.3506, 5.8168], [-4.0577, -1.0722, 4.2531], [-3.1670, -2.6039, 4.1246], [1.6643, -5.6968, -2.3178], [0.4185, -4.8894, -2.0971], [0.2801, -3.6251, -2.6384], [-0.8808, -2.8705, -2.4237], [-1.0101, -1.5156, -3.0901], [-1.9169, -3.4112, -1.6261], [-1.8053, -4.7038, -1.0973], [-2.9095, -5.3047, -0.2738], [-0.6389, -5.4111, -1.3469], [-3.0610, -2.5143, -1.2154], [-4.2208, -2.7892, -1.2821], [-2.5827, -1.3721, -0.6909], [2.4793, -5.0750, -2.6841], [1.4826, -6.4842, -3.0516], [1.9856, -6.1778, -1.3942], [1.0831, -3.2013, -3.2299], [-0.3546, -1.4677, -3.9574], [-0.6449, -0.6069, -2.5102], [-2.0297, -1.2673, -3.3700], [-3.2332, -4.6256, 0.5163], [-2.5805, -6.2369, 0.1810], [-3.7856, -5.5039, -0.8905], [-0.5382, -6.4061, -0.9274], [-0.1881, 7.7079, 0.0137], [-1.1825, 6.6038, -0.3443], [-1.6858, 6.8536, -1.7729], [-2.3637, 6.6834, 0.6333], [-0.5577, 5.2097, -0.2651], [0.7725, 5.0071, 0.1095], [1.3553, 3.7419, 0.1867], [0.5464, 2.6802, -0.1271], [0.8448, 1.3219, -0.1397], [-0.3318, 0.7244, -0.5150], [-1.3464, 1.6201, -0.7532], [-0.7721, 2.8611, -0.4980], [-1.3541, 4.1001, -0.5779], [-0.6851, 8.6758, -0.0624], [0.6663, 7.7217, -0.6655], [0.1814, 7.6072, 1.0360], [-2.1280, 7.8490, -1.8437], [-2.4481, 6.1309, -2.0670], [-0.8663, 6.7925, -2.4912], [-2.8177, 7.6751, 0.5904], [-2.0336, 6.5033, 1.6581], [-3.1378, 5.9531, 0.3935], [1.3902, 5.8592, 0.3515], [2.3877, 3.6063, 0.4773], [-2.3895, 4.2018, -0.8732]],
  "lowdin_charge": [1.602, 0.064, -0.245, -0.015, -0.061, -0.071, -0.016, -0.072, -0.381, -0.171, 0.043, -0.239, -0.871, 1.025, -0.488, -0.480, 1.020, 0.114, 0.120, 0.114, 0.108, 0.111, 0.087, 0.089, 0.091, 0.087, -0.025, -0.232, 0.001, -0.307, -0.022, -0.099, -0.183, -0.013, 0.036, -0.558, 0.158, -0.244, 0.079, 0.095, 0.090, 0.134, 0.115, 0.067, 0.117, 0.087, 0.085, 0.101, 0.133, -0.068, -0.561, -0.044, -0.044, -0.155, -0.008, 0.034, -0.183, 0.173, -0.541, 0.172, -0.169, 0.069, 0.089, 0.089, 0.088, 0.089, 0.078, 0.093, 0.089, 0.092, 0.078, 0.104, 0.127, 0.131],
  "total_charge": 1,
  "e_homo_ev": [-10.9, -10.9],
  "s2": 3.785,
  "spin_multiplicity": 4,
  "homo_lumo_gap_ev": [7.8, 6.1]
}

---

{
  "formula": "C6H8F3NO4",
  "method": "ωB97M-V/def2-TZVPD",
  "species": ["C", "C", "C", "C", "C", "C", "N", "O", "O", "O", "O", "F", "F", "F", "H", "H", "H", "H", "H", "H", "H", "H"],
  "positions_angstrom": [[0.5291, -0.5840, -0.8373], [0.9709, 2.4433, -2.0052], [0.4510, -2.0200, 1.9262], [0.2233, 1.1926, -2.4041], [-0.4014, -0.8951, 1.4533], [-1.8532, -1.1195, 1.1737], [0.0124, 0.4177, 1.6781], [-0.7659, 1.3293, 1.4116], [1.2905, -1.4548, -0.9775], [1.1685, 0.6031, 2.0470], [-0.0723, 0.4279, -1.1684], [-2.0910, -2.4263, 0.9434], [-2.6662, -0.7669, 2.1818], [-2.3094, -0.4798, 0.0787], [1.0593, 3.0999, -2.8655], [0.4239, 2.9597, -1.2203], [1.9686, 2.2044, -1.6418], [-0.1413, -2.7743, 2.4395], [1.2132, -1.6255, 2.5958], [0.9659, -2.5046, 1.0870], [0.7887, 0.5544, -3.0871], [-0.7645, 1.4184, -2.8087]],
  "nbo_charge": [1.016, -0.643, -0.662, -0.060, -0.138, 0.949, 0.475, -0.441, -0.457, -0.459, -0.445, -0.329, -0.321, -0.329, 0.234, 0.247, 0.226, 0.230, 0.255, 0.230, 0.202, 0.219],
  "total_charge": 0,
  "e_homo_ev": [-8.8, -8.8],
  "homo_lumo_gap_ev": [8.0, 8.0]
}

---

Taking the records one at a time from the top gives relative energy (zero: lowest compared OMol25 entry of this formula, charge and spin) values of 0.00, 284.38, 374.33, 436.59, 0.00, 462.40 kJ/mol.
Taking the records one at a time from the top gives largest force on an atom values of 4.61, 4.92, 4.94, 7.58, 0.34, 3.53 eV/A.